No. 1
A 2-piece molecular cluster, C4H13N2O overall at a distorted geometry, computed with the ωB97M-V functional and the def2-TZVPD basis.

Geometry as XYZ:
```
20
Properties=species:S:1:pos:R:3:lowdin_charge:R:1
C -0.735 -1.894 -1.370 -0.082
C 0.484 -0.985 -1.199 -0.188
C 0.433 -0.319 0.175 -0.228
C 0.921 -0.868 1.290 -0.116
N 1.572 -0.066 2.262 0.041
N 0.308 1.182 0.250 0.227
H -1.680 -1.419 -1.102 0.082
H -0.593 -2.866 -0.895 0.083
H -0.837 -2.110 -2.441 0.082
H 1.453 -1.443 -1.369 0.118
H 0.491 -0.108 -1.861 0.114
H 1.059 -1.940 1.120 0.143
H 1.872 -0.562 3.100 0.106
H 2.496 0.119 1.863 0.113
H 0.901 1.777 -0.327 0.174
H -0.660 1.435 0.026 0.120
H 0.546 1.343 1.241 0.139
H -2.433 3.621 -0.140 0.053
H -3.243 2.434 -0.456 0.062
O -2.353 2.668 -0.166 -0.044
```

Properties
Molecular weight ... 105.16 g/mol
Energy above the lowest of the compared OMol25 structures with the same formula, charge and spin ... 51.5 kcal per mole
Lowest unoccupied orbital energy ... -3.04 eV
F_max ... 2.214 eV Å⁻¹
Total charge ... +1
Kohn-Sham gap ... 10.593 eV


No. 2
C26H54O2OsP4 as an isolated structure at a distorted geometry, computed with the ωB97M-V functional and the def2-TZVPD basis.

Geometry as XYZ:
```
87
Properties=species:S:1:pos:R:3:mulliken_spin:R:1
P -0.159 2.497 -0.728 0.088
C -1.870 3.184 -0.660 0.010
H -1.830 4.282 -0.739 -0.001
H -2.377 2.936 0.284 -0.002
H -2.470 2.802 -1.499 0.002
C 0.730 3.724 0.274 -0.008
H 1.665 3.994 -0.225 0.003
H 0.963 3.300 1.258 -0.002
H 0.114 4.624 0.396 0.004
C 0.184 2.760 -2.502 -0.003
H 0.182 3.836 -2.724 -0.002
H -0.567 2.243 -3.121 0.008
H 1.162 2.348 -2.752 0.000
P 1.559 -1.518 -3.065 0.506
C 0.363 -2.777 -3.661 0.092
H 0.797 -3.336 -4.502 0.030
H -0.560 -2.281 -3.986 -0.006
H 0.128 -3.471 -2.844 -0.003
C 1.923 -0.696 -4.665 0.057
H 2.850 -0.114 -4.616 -0.005
H 1.096 -0.013 -4.898 -0.001
H 2.005 -1.448 -5.463 0.029
C 3.007 -2.622 -2.825 0.056
H 3.281 -3.087 -3.780 0.026
H 2.737 -3.401 -2.103 -0.004
H 3.858 -2.062 -2.427 -0.007
P 1.580 -0.337 1.882 0.286
C 0.983 -1.425 3.257 0.007
H 1.818 -1.557 3.964 0.000
H 0.716 -2.414 2.871 0.000
H 0.141 -1.002 3.816 -0.002
C 3.085 -1.286 1.489 0.010
H 3.388 -1.884 2.357 0.006
H 3.890 -0.595 1.238 0.004
H 2.918 -1.954 0.637 -0.004
C 2.141 1.165 2.741 0.015
H 2.874 0.877 3.505 0.005
H 1.293 1.666 3.227 -0.002
H 2.610 1.846 2.022 0.002
Os 0.687 0.154 -0.377 1.206
C -0.582 -0.050 -1.723 0.145
O -1.461 -0.219 -2.495 0.015
C 0.719 -1.704 -0.393 -0.084
O 0.597 -2.886 -0.321 -0.058
C 4.450 0.351 -0.895 -0.024
C 4.264 1.357 0.053 0.041
C 3.627 2.538 -0.292 0.023
C 3.212 2.727 -1.609 -0.008
C 3.382 1.720 -2.559 0.070
C 4.037 0.548 -2.207 0.037
H 4.995 -0.562 -0.634 0.002
H 4.683 1.260 1.060 -0.002
H 3.548 3.344 0.445 0.002
H 2.801 3.691 -1.916 0.000
H 3.085 1.895 -3.600 0.004
H 4.303 -0.179 -2.979 0.000
C -1.329 1.718 2.486 0.036
C -2.064 0.386 2.625 0.089
C -3.411 0.598 3.304 0.017
P -1.972 -0.567 0.992 0.366
C -1.924 -2.366 1.605 0.101
C -2.624 -2.688 2.926 0.029
C -2.356 -3.354 0.517 0.027
C -3.684 -0.606 0.168 0.280
C -4.895 -0.994 1.008 0.047
C -4.029 0.661 -0.614 0.076
H -2.006 2.532 2.198 0.001
H -0.522 1.669 1.728 -0.010
H -0.857 1.998 3.438 0.004
H -1.444 -0.265 3.259 0.038
H -4.052 1.283 2.730 0.012
H -3.936 -0.338 3.527 -0.002
H -3.196 1.081 4.268 0.008
H -0.842 -2.493 1.761 0.088
H -3.717 -2.712 2.835 0.018
H -2.317 -3.705 3.207 0.016
H -2.363 -2.032 3.761 0.001
H -3.448 -3.494 0.512 0.003
H -1.899 -4.325 0.745 0.016
H -2.027 -3.058 -0.484 0.011
H -3.497 -1.400 -0.575 0.040
H -5.188 -0.181 1.685 0.013
H -5.727 -1.129 0.303 0.049
H -4.787 -1.934 1.558 0.020
H -3.354 0.824 -1.462 0.010
H -5.042 0.545 -1.026 0.020
H -4.043 1.556 0.023 0.013
```

Properties
Molecular weight ... 712.84 g/mol
Energy above the lowest of the compared OMol25 structures with the same formula, charge and spin ... 52.2 kcal per mole
Lowest unoccupied orbital energy (spin up / spin down) ... -12.39 / -16.94 eV
Spin multiplicity ... 5
F_max ... 7.178 eV Å⁻¹
Total charge ... +4
Kohn-Sham gap (spin up / spin down) ... 7.755 / 3.115 eV


No. 3
C26H78O13S13 as an isolated structure at a distorted geometry, computed with the ωB97M-V functional and the def2-TZVPD basis.

Geometry as XYZ:
```
130
Properties=species:S:1:pos:R:3:lowdin_charge:R:1
C -2.438 5.246 3.671 -0.226
S -2.739 3.527 3.113 0.870
O -4.091 3.493 2.408 -0.603
C -1.506 3.449 1.812 -0.238
H -2.625 6.132 2.945 0.110
H -1.448 5.306 3.928 0.001
H -2.812 5.306 4.615 0.009
H -0.626 3.875 2.162 0.021
H -1.924 4.227 1.177 0.046
H -1.373 2.613 1.362 -0.029
C 1.571 4.735 -0.720 -0.228
S 1.838 3.828 -2.279 0.864
O 1.984 2.354 -1.856 -0.579
C 0.300 3.997 -3.064 -0.263
H 1.037 5.643 -0.955 0.046
H 2.520 4.979 -0.225 0.057
H 0.866 4.187 -0.125 0.030
H -0.556 3.507 -2.473 0.077
H 0.465 3.503 -3.979 0.046
H 0.082 4.914 -3.364 0.010
C 1.418 -0.439 0.476 -0.221
S 0.232 -1.456 -0.370 0.850
O -0.727 -1.992 0.654 -0.569
C -0.662 -0.250 -1.381 -0.248
H 1.995 -0.107 -0.133 -0.085
H 2.049 -0.958 1.194 0.046
H 1.012 0.445 1.177 0.111
H -1.038 0.662 -0.788 0.076
H -1.212 -0.756 -2.152 0.027
H 0.063 0.230 -2.113 0.037
C -3.371 0.000 1.248 -0.289
S -3.613 -0.838 2.773 0.800
O -2.717 -0.230 3.865 -0.573
C -5.286 -0.319 3.166 -0.274
H -2.382 -0.068 0.898 -0.015
H -3.527 1.070 1.368 0.026
H -4.122 -0.215 0.398 0.109
H -5.901 -0.830 2.421 0.037
H -5.530 0.923 3.257 0.155
H -5.611 -0.806 4.031 0.008
C -0.206 -1.888 5.891 -0.281
S 0.276 -1.652 4.144 0.768
O 1.693 -1.261 4.245 -0.581
C 0.158 -3.408 3.705 -0.229
H -0.116 -0.892 6.438 0.055
H 0.388 -2.430 6.677 0.059
H -1.282 -2.443 5.886 0.106
H 0.982 -3.745 4.258 0.026
H 0.412 -3.338 2.549 0.077
H -0.802 -3.802 3.684 0.030
C -4.853 5.554 -0.859 -0.221
S -4.469 3.859 -0.667 0.831
O -5.645 3.036 -1.256 -0.557
C -3.166 3.670 -1.833 -0.316
H -4.038 6.093 -0.794 -0.005
H -5.581 5.878 -0.341 -0.014
H -5.111 5.585 -2.001 0.121
H -2.430 4.460 -1.563 0.041
H -3.211 3.665 -2.931 0.068
H -2.612 2.679 -1.682 0.060
C -1.638 -4.126 -2.956 -0.258
S -0.088 -4.478 -3.706 0.828
O 0.866 -3.315 -3.520 -0.570
C 0.625 -5.736 -2.600 -0.217
H -2.023 -4.885 -2.453 -0.014
H -2.354 -3.888 -3.700 0.044
H -1.387 -3.387 -2.150 0.068
H 0.007 -6.631 -2.634 0.054
H 0.612 -5.299 -1.714 -0.009
H 1.552 -6.236 -3.028 0.095
C 4.018 -1.156 -3.886 -0.294
S 3.382 0.376 -4.388 0.824
O 3.768 0.488 -5.818 -0.540
C 1.736 -0.125 -4.528 -0.267
H 3.521 -1.506 -2.949 0.064
H 4.955 -1.112 -3.395 0.019
H 3.885 -2.059 -4.522 0.087
H 1.616 -1.058 -5.072 0.074
H 1.241 0.258 -5.180 -0.075
H 1.370 -0.087 -3.514 0.036
C 6.978 2.134 -0.645 -0.258
S 5.238 1.923 -1.109 0.848
O 5.134 0.362 -1.222 -0.568
C 4.398 2.327 0.403 -0.271
H 7.563 1.863 -1.604 0.086
H 7.240 1.302 0.121 0.095
H 7.109 3.165 -0.558 0.013
H 4.553 3.211 0.663 -0.055
H 4.974 1.745 1.278 0.120
H 3.315 2.128 0.284 0.043
C 4.030 -3.576 2.780 -0.277
S 5.572 -2.704 2.696 0.884
O 6.632 -3.581 2.074 -0.571
C 5.071 -1.520 1.324 -0.187
H 3.849 -4.495 2.040 0.134
H 3.239 -2.905 2.747 -0.012
H 4.032 -4.015 3.667 -0.020
H 5.773 -0.803 1.109 0.005
H 4.227 -0.945 1.798 0.056
H 4.742 -1.817 0.555 -0.070
C -5.246 -6.128 0.709 -0.331
S -3.972 -5.253 1.690 0.814
O -2.890 -6.369 1.948 -0.602
C -3.279 -4.118 0.438 -0.275
H -5.994 -6.815 1.318 0.077
H -4.747 -6.766 -0.153 0.080
H -5.993 -5.348 0.139 0.090
H -3.378 -4.435 -0.638 0.049
H -2.215 -4.086 0.578 0.020
H -3.900 -3.187 0.647 0.049
C 2.306 1.601 5.675 -0.263
S 1.008 1.869 4.468 0.811
O 0.443 3.212 4.911 -0.552
C 2.044 1.910 3.005 -0.264
H 1.920 1.357 6.938 0.175
H 2.952 2.332 5.714 -0.035
H 2.754 0.645 5.323 0.034
H 1.292 2.226 2.339 0.004
H 2.642 1.085 2.578 0.062
H 2.769 2.587 3.232 0.017
C -2.535 0.489 -5.347 -0.314
S -1.730 -0.040 -6.830 0.823
O -0.522 0.840 -7.117 -0.545
C -1.162 -1.702 -6.296 -0.207
H -3.545 -0.045 -5.086 0.094
H -2.952 1.518 -5.665 0.076
H -1.897 0.338 -4.459 0.035
H -0.539 -1.635 -5.374 0.055
H -0.855 -2.220 -7.010 -0.042
H -2.098 -2.202 -6.058 0.053
```

Properties
Molecular weight ... 1015.77 g/mol
Energy above the lowest of the compared OMol25 structures with the same formula, charge and spin ... 369.9 kcal per mole
Lowest unoccupied orbital energy ... -0.22 eV
F_max ... 13.093 eV Å⁻¹
Kohn-Sham gap ... 7.853 eV


- The lowest energy above the lowest of the compared OMol25 structures with the same formula, charge and spin belongs to which entry?
  C4H13N2O


- Which value of energy above the lowest of the compared OMol25 structures with the same formula, charge and spin does entry 1 give?
  51.5 kcal per mole